The following is a DFT calculation (ωB97M-V/def2-TZVPD) of a cluster of 8 separate species, C28H56O12 in total.

```
96
Properties=species:S:1:pos:R:3:forces:R:3
O 4.156 -1.367 2.995 -0.625 2.335 1.641
C 3.276 -0.511 3.241 0.306 -4.767 -4.977
O 3.438 0.747 3.502 -2.784 1.153 0.914
C 4.681 1.329 3.719 -3.419 2.804 2.977
C 4.728 2.810 3.535 -3.338 -1.795 -0.232
C 1.801 -0.895 2.782 0.031 3.137 3.688
H 5.212 0.830 3.124 5.473 -3.413 -4.772
H 4.953 1.177 4.669 1.145 -1.357 3.790
H 3.851 3.275 4.000 0.889 0.278 1.002
H 4.343 2.771 2.576 0.333 1.422 -2.911
H 5.717 3.058 3.727 1.444 1.418 0.119
H 1.497 -1.626 2.012 1.188 0.115 0.650
H 1.422 0.136 2.491 -0.143 -1.561 0.344
H 1.429 -1.126 3.876 -0.367 0.154 -2.384
O 2.028 2.008 0.943 -2.672 2.839 0.987
C 1.066 2.854 1.120 4.430 -7.643 0.992
O 0.741 3.601 0.188 -3.324 4.838 -3.626
C 1.069 3.570 -1.251 4.313 -2.640 0.385
C 0.231 4.448 -2.127 -4.630 -7.298 5.340
C 0.176 2.729 2.323 -1.256 -0.021 -6.938
H 1.047 2.474 -1.516 -0.194 0.992 0.184
H 2.196 3.804 -1.325 -1.644 -0.121 0.192
H 0.274 5.294 -1.667 -0.842 5.572 3.131
H -0.813 3.889 -2.023 1.726 1.978 -1.046
H 0.598 4.682 -2.979 2.326 0.302 -6.245
H 0.231 3.456 2.907 1.303 7.135 4.831
H 0.321 2.010 2.941 1.586 -5.534 3.094
H -0.871 2.794 2.175 -1.126 -0.400 -1.285
O -0.774 0.009 1.120 -0.829 -0.252 -3.568
C -1.339 0.150 -0.002 1.427 -0.333 4.231
O -0.911 -0.240 -1.173 -0.355 -1.343 -1.547
C 0.381 -0.942 -1.400 -0.265 1.230 3.411
C 0.519 -1.534 -2.676 2.446 0.657 -4.064
C -2.608 0.888 -0.016 -1.917 -0.100 -4.733
H 0.580 -1.641 -0.579 0.060 0.639 0.039
H 0.952 -0.080 -1.472 2.222 1.314 1.171
H 1.521 -2.084 -2.924 -1.378 1.543 1.082
H 0.346 -0.739 -3.465 0.124 -1.231 0.578
H -0.128 -2.295 -2.741 -2.891 -2.863 -0.944
H -2.852 1.189 0.908 -0.542 1.295 3.392
H -3.550 0.372 -0.381 1.458 -0.280 0.313
H -2.628 1.727 -0.752 0.502 -0.302 0.655
O -4.872 -0.693 1.818 -2.713 1.715 -2.414
C -5.834 0.082 1.589 2.140 -1.471 4.470
O -6.676 0.224 0.571 0.521 -0.718 -1.204
C -6.390 -0.580 -0.642 3.923 -2.309 2.652
C -7.506 -0.782 -1.485 -6.638 0.628 -2.349
C -6.246 1.007 2.767 7.526 -1.063 2.065
H -6.086 -1.658 -0.242 0.044 2.398 -0.738
H -5.555 -0.071 -1.183 -0.428 -0.560 0.600
H -7.906 0.256 -1.873 1.108 -1.951 -0.151
H -8.500 -1.001 -0.850 2.295 -0.297 -1.150
H -7.427 -1.633 -2.357 0.082 2.434 2.318
H -7.122 1.317 2.649 -8.046 1.777 -0.495
H -5.784 1.974 2.579 0.858 0.175 -0.291
H -5.949 0.881 3.945 -0.703 -0.748 -3.325
C -3.422 -0.592 -3.814 5.591 0.714 -6.071
C -2.984 0.837 -3.720 0.202 5.350 3.435
O -3.673 1.804 -3.087 3.165 -5.704 -3.593
C -1.518 1.218 -4.191 -0.675 1.869 0.611
H -2.900 -1.280 -3.228 1.641 -0.738 0.988
H -3.317 -0.995 -4.968 -0.637 1.106 2.909
H -4.281 -0.547 -3.438 -7.800 -0.327 2.290
H -1.558 2.294 -4.578 -0.154 -1.398 0.393
H -1.190 0.588 -5.044 0.202 0.150 0.968
H -0.786 1.348 -3.267 -1.549 -0.952 -1.917
C 4.122 0.231 -0.714 1.666 -0.969 -4.021
C 5.533 -0.209 -1.058 3.110 3.168 -3.533
O 6.163 0.474 -2.014 -2.826 -3.720 4.676
C 6.136 -1.424 -0.382 4.737 0.592 -3.273
H 3.995 0.910 -1.595 -0.788 0.014 1.369
H 3.980 0.562 0.248 -0.287 1.230 2.089
H 3.520 -0.657 -0.845 -0.505 -0.353 -0.030
H 7.222 -1.293 0.123 -1.859 0.328 -2.019
H 6.237 -2.254 -1.189 -0.352 1.202 1.705
H 5.714 -1.657 0.487 -3.013 -1.566 3.071
C 4.273 -3.161 -4.590 -2.392 2.151 1.530
C 3.745 -4.039 -3.415 -1.006 2.668 2.664
O 3.364 -3.577 -2.261 1.912 -1.835 -5.296
C 3.539 -5.456 -3.794 -3.742 -0.368 3.345
H 4.472 -2.093 -4.208 -0.367 -1.604 -0.876
H 3.648 -3.196 -5.546 0.013 0.266 1.674
H 5.121 -3.582 -4.981 2.653 -1.033 -0.447
H 4.262 -6.135 -4.106 1.927 -0.709 -0.094
H 2.828 -5.474 -4.584 -0.662 0.340 -1.100
H 2.870 -5.862 -2.921 1.678 0.182 -1.394
C -2.020 -1.496 3.732 -0.426 2.671 -1.820
C -1.557 -0.887 5.024 3.435 1.386 0.933
O -0.338 -0.632 5.353 -4.427 -1.279 -1.693
C -2.600 -0.486 6.059 -1.878 1.244 -0.939
H -1.225 -1.816 3.049 -0.078 -0.897 0.717
H -2.297 -0.574 3.025 0.097 -1.399 1.744
H -2.973 -2.060 3.809 0.942 0.036 -0.086
H -3.365 0.516 5.782 2.523 -3.051 0.648
H -1.940 -0.303 6.892 -0.502 0.522 0.685
H -3.253 -1.370 6.261 0.275 0.809 -0.091
```
Positions in Å, forces in eV/Å.

The SMILES is CCOC(C)=O.CCOC(C)=O.CCOC(C)=O.CCOC(C)=O.CC(C)=O.CC(C)=O.CC(C)=O.CC(C)=O.

Mulliken atomic charges, in units of e: -0.709, 0.511, -0.267, -0.769, -1.109, -0.077, 0.659, 0.539, 0.283, 0.186, 0.428, 0.151, -0.019, 0.064, -0.248, 0.891, -0.365, 0.488, -1.618, -2.183, -0.255, 0.318, 0.552, 0.195, 0.517, 1.021, 0.501, 0.362, -0.384, 0.395, -0.112, 0.387, -0.797, -0.460, 0.161, -0.103, -0.249, 0.098, 0.533, 0.650, -0.406, 0.093, -0.531, 0.810, -0.345, 0.511, -1.235, -1.374, 0.260, -0.130, 0.301, 0.327, 0.278, 0.594, 0.331, 0.237, -1.458, 0.957, -0.608, -0.393, 0.311, 0.313, 0.529, 0.346, 0.391, -0.275, -0.070, 0.550, -0.658, -0.878, 0.186, -0.029, 0.096, 0.306, 0.151, 0.329, -1.208, 0.912, -0.521, -1.275, 0.210, 0.323, 0.528, 0.413, 0.365, 0.270, -0.425, 0.802, -0.560, -1.106, 0.171, -0.095, 0.353, 0.154, 0.399, 0.305


The following is a DFT calculation (ωB97M-V/def2-TZVPD) of the ion C5H5BrNO2 with charge +1.

```
14
Properties=species:S:1:pos:R:3:forces:R:3
C 4.002 0.105 -0.254 -1.686 0.278 0.564
C 1.522 0.751 0.506 2.773 2.275 0.906
C 3.530 -1.288 -0.132 0.922 1.268 -0.287
C 1.422 -0.679 0.758 -1.676 -0.688 2.312
C -0.808 0.310 -0.113 -0.974 2.814 2.052
N 0.633 -0.013 -0.277 -3.342 -0.331 -1.569
O 4.121 -2.083 -0.776 0.666 -1.140 -0.545
O 2.279 -1.593 0.308 0.479 -1.167 0.420
Br 5.644 0.709 0.065 -0.542 -0.447 0.061
H 0.790 -0.969 1.724 1.294 0.428 -2.249
H -1.443 0.026 -0.892 -0.286 -0.851 -1.604
H -1.254 -0.037 0.790 0.299 -1.192 0.798
H -1.025 1.405 0.079 1.083 -0.815 -0.786
H 0.755 -0.029 -1.288 0.990 -0.434 -0.074
```
Positions in Å, forces in eV/Å.

The total charge is +1.

Mulliken atomic charges, in units of e: -0.246, -0.533, 0.814, 0.401, -0.895, 0.119, -0.361, -0.315, 0.223, 0.347, 0.369, 0.335, 0.362, 0.380


The following is a DFT calculation (ωB97M-V/def2-TZVPD) of a structure of composition C9H16CdO4S.

```
31
Properties=species:S:1:pos:R:3:forces:R:3
Cd 0.254 1.608 0.913 -0.001 0.011 0.002
C -2.141 -0.438 1.515 -0.027 -0.032 -0.032
C -1.052 -1.458 1.253 0.063 0.008 0.004
O 0.211 -0.797 1.332 0.000 -0.047 0.005
C 1.290 -1.576 0.816 -0.058 0.014 0.027
C 2.492 -0.670 0.648 0.009 -0.034 -0.039
O 2.170 0.548 -0.021 0.014 0.048 0.027
C 2.161 0.577 -1.449 0.049 -0.056 0.030
C 0.839 0.126 -2.034 -0.003 0.030 -0.056
O -0.211 0.798 -1.345 0.003 0.017 0.013
C -1.501 0.247 -1.596 -0.013 0.033 -0.056
C -2.470 0.814 -0.580 -0.041 -0.055 0.048
O -1.966 0.757 0.754 0.003 0.048 0.029
H -2.114 -0.121 2.557 0.005 0.012 0.010
H -3.118 -0.880 1.313 -0.013 0.014 -0.005
H -1.154 -1.913 0.264 -0.013 -0.006 0.004
H -1.109 -2.254 2.000 -0.006 -0.010 0.007
H 0.984 -2.023 -0.134 0.013 -0.007 -0.001
H 1.536 -2.385 1.508 0.007 -0.011 0.005
H 3.284 -1.201 0.116 0.012 0.012 -0.009
H 2.874 -0.370 1.623 0.000 0.013 0.010
H 2.967 -0.041 -1.850 0.027 0.019 0.017
H 2.357 1.616 -1.712 -0.012 0.010 -0.020
H 0.701 -0.954 -1.937 -0.005 0.001 0.006
H 0.818 0.375 -3.099 -0.032 -0.008 -0.005
H -1.444 -0.844 -1.538 0.005 0.000 0.003
H -1.842 0.515 -2.600 0.028 -0.012 -0.016
H -3.424 0.286 -0.652 -0.018 0.022 0.026
H -2.644 1.872 -0.771 0.005 0.010 -0.023
S 0.770 4.213 3.043 0.001 0.041 -0.009
C 0.482 3.572 1.661 -0.004 -0.084 -0.004
```
Positions in Å, forces in eV/Å.

The spin multiplicity is 2. The total charge is +1.

Mulliken atomic charges, in units of e: 1.287, -0.659, -0.469, -0.378, -0.471, -0.658, -0.289, -0.677, -0.461, -0.335, -0.463, -0.677, -0.285, 0.348, 0.354, 0.252, 0.492, 0.253, 0.492, 0.354, 0.348, 0.349, 0.348, 0.273, 0.484, 0.273, 0.484, 0.349, 0.348, -0.117, -0.148


Record-wise maximum force values, in eV/A: 10.16; 3.71; 0.08
Record-wise energy relative to the best compared isomer or geometry (same formula, charge and spin) values, in kcal/mol: 336.8; 150.6; 2.1